Entry 1:
The following is a DFT calculation (ωB97M-V/def2-TZVPD) of C30H33N3O6 in the gas phase.

Calculated values
2S+1 = 1
Structure (SMILES) = CCOc1ccc([C@H]2/C(=C(/O)c3ccc4c(c3)C[C@H](C)O4)C(=O)C(=O)N2CCCn2ccnc2)cc1OCC
Gap between HOMO and LUMO = 7.84 eV

Each line ends with the natural charge from an NBO analysis.
CARTESIAN COORDINATES (ANGSTROEM)
C: 4.3180 2.1225 2.5683  -0.616
C: 2.8471 1.7620 2.4378  -0.077
O: 2.6644 1.1847 1.1555  -0.517
C: 1.4104 0.8670 0.7557  0.348
C: 0.2824 0.9003 1.5569  -0.289
C: -0.9475 0.4958 1.0602  -0.237
C: -1.0720 0.0818 -0.2515  -0.052
C: -2.3981 -0.4298 -0.7683  -0.055
C: -2.8557 -1.6055 0.0569  -0.321
C: -2.1144 -2.6749 0.4719  0.564
O: -2.6056 -3.5596 1.3220  -0.642
C: -0.7082 -2.8526 0.0634  -0.166
C: -0.3737 -3.0926 -1.2641  -0.166
C: 0.9494 -3.1951 -1.6634  -0.309
C: 1.9330 -3.0077 -0.7069  0.392
C: 1.6042 -2.7735 0.6305  -0.091
C: 0.2921 -2.7178 1.0294  -0.148
C: 2.8788 -2.6007 1.3978  -0.446
C: 3.9528 -2.7602 0.2975  0.105
C: 4.8163 -1.5164 0.1330  -0.637
O: 3.2591 -3.0291 -0.9359  -0.497
C: -4.1456 -1.3288 0.6241  0.457
O: -4.7746 -2.0586 1.3840  -0.573
C: -4.5346 0.0586 0.1483  0.579
O: -5.5519 0.6739 0.3740  -0.582
N: -3.4992 0.5049 -0.6108  -0.398
C: -3.5539 1.7910 -1.2601  -0.225
C: -2.6949 2.8584 -0.5553  -0.421
C: -1.4059 3.1706 -1.3161  -0.203
N: -0.3367 3.6432 -0.4691  -0.345
C: 0.9680 3.7312 -0.8698  -0.105
C: 1.6715 4.1785 0.2079  -0.089
N: 0.8316 4.3639 1.2591  -0.484
C: -0.3561 4.0410 0.8239  0.168
C: 0.0511 0.0730 -1.0751  -0.260
C: 1.2915 0.4423 -0.5894  0.240
O: 2.4581 0.4239 -1.2860  -0.501
C: 2.4791 -0.0084 -2.6311  -0.064
C: 2.0501 1.0792 -3.6120  -0.635
H: 4.5009 2.5761 3.5379  0.215
H: 4.5942 2.8254 1.7881  0.214
H: 4.9344 1.2331 2.4655  0.208
H: 2.2235 2.6596 2.5348  0.206
H: 2.5630 1.0412 3.2183  0.164
H: 0.3510 1.2319 2.5796  0.229
H: -1.8098 0.4959 1.7111  0.218
H: -2.2960 -0.6899 -1.8326  0.202
H: -3.5289 -3.2834 1.5727  0.521
H: -1.1611 -3.2205 -1.9917  0.220
H: 1.2116 -3.4099 -2.6873  0.227
H: 0.0282 -2.5418 2.0603  0.226
H: 2.9836 -3.3469 2.1865  0.226
H: 2.9314 -1.6099 1.8516  0.226
H: 4.5922 -3.6324 0.4848  0.183
H: 4.1906 -0.6425 -0.0351  0.241
H: 5.4110 -1.3649 1.0300  0.210
H: 5.4851 -1.6409 -0.7149  0.214
H: -4.6067 2.0845 -1.2262  0.250
H: -3.2524 1.6812 -2.3066  0.194
H: -3.2751 3.7722 -0.4280  0.219
H: -2.4461 2.4816 0.4357  0.230
H: -1.6049 3.9210 -2.0922  0.203
H: -1.0442 2.2626 -1.8100  0.209
H: 1.2742 3.4765 -1.8627  0.215
H: 2.7205 4.3769 0.2942  0.205
H: -1.2440 4.0999 1.4189  0.200
H: -0.0598 -0.2563 -2.0966  0.214
H: 3.5245 -0.2727 -2.8123  0.199
H: 1.8711 -0.9115 -2.7558  0.177
H: 2.6730 1.9602 -3.4780  0.215
H: 2.1664 0.7186 -4.6304  0.219
H: 1.0109 1.3606 -3.4574  0.202

Cartesian forces, eV/Å:
C -0.4 -0.2 -0.1
C 0.1 0.2 0.4
O 0.0 -0.1 -0.2
C 0.0 -0.1 -0.2
C 0.2 0.0 0.1
C 0.0 -0.1 -0.3
C 0.1 0.3 0.0
C 0.4 -0.3 0.0
C -0.3 -0.2 0.1
C -0.2 0.4 -0.2
O 0.0 -0.1 0.2
C 0.0 -0.3 0.1
C -0.1 0.0 0.2
C 0.3 0.0 0.0
C -0.6 0.0 0.4
C 0.2 -0.1 -0.3
C 0.0 -0.1 -0.2
C 0.0 -0.1 0.0
C 0.6 0.2 0.5
C -0.3 -0.3 -0.2
O -0.1 0.0 -0.5
C 0.4 -0.8 0.0
O -0.1 0.3 0.0
C -0.5 0.5 -0.1
O -0.1 -0.1 0.2
N 0.1 -0.2 0.0
C -0.2 0.3 0.1
C 0.1 0.0 -0.1
C -0.4 -0.1 -0.3
N 0.3 0.1 0.1
C 0.3 0.1 -0.1
C 0.0 -0.1 -0.3
N 0.0 0.2 0.6
C -0.2 0.0 0.1
C 0.1 0.0 0.0
C 0.1 0.1 0.3
O -0.1 0.2 0.3
C 0.0 0.0 -0.5
C 0.1 -0.2 0.4
H 0.0 0.0 0.1
H 0.1 0.1 -0.1
H 0.1 -0.1 0.0
H 0.0 -0.2 0.0
H 0.0 0.1 -0.1
H 0.1 0.1 0.1
H -0.1 0.0 0.1
H 0.0 0.1 0.1
H 0.2 0.1 -0.2
H -0.1 0.0 -0.1
H 0.0 0.0 -0.1
H 0.0 0.0 0.2
H 0.0 0.0 0.0
H 0.0 0.0 0.0
H -0.2 0.1 0.0
H 0.0 0.1 0.0
H 0.1 0.0 0.1
H 0.1 0.0 -0.1
H 0.2 0.0 -0.1
H 0.0 0.0 0.0
H 0.0 0.0 0.0
H -0.1 0.1 0.0
H 0.0 -0.1 0.1
H -0.1 0.2 0.0
H 0.0 -0.1 -0.2
H 0.3 0.0 -0.1
H -0.3 -0.1 0.0
H 0.0 0.0 -0.1
H -0.2 -0.1 0.0
H 0.1 0.0 0.0
H 0.0 0.1 0.0
H 0.0 0.0 -0.1
H -0.1 0.1 0.0

***

Entry 2:
The following is a DFT calculation (ωB97M-V/def2-TZVPD) of a molecular structure, C30H33N3O6SSbTl in a non-equilibrium geometry.

Calculated values
2S+1 = 1
Gap between HOMO and LUMO = 8.31 eV

Each line ends with the Löwdin charge.
CARTESIAN COORDINATES (ANGSTROEM)
Tl: -0.7145 0.1038 -0.5680  1.007
C: 1.6531 -2.8544 -1.1634  -0.017
C: 0.3217 -3.4776 -0.9119  -0.323
C: 0.0475 -4.7481 -1.4200  -0.024
C: -1.1743 -5.3325 -1.1557  -0.064
C: -2.0847 -4.6371 -0.3742  -0.138
C: -1.7324 -3.3839 0.1010  -0.462
N: -0.5647 -2.8234 -0.1628  0.019
Sb: -3.1258 -2.5023 1.5451  1.476
C: -1.9655 -0.9160 2.4666  -0.491
C: -1.1019 -1.1443 3.5222  -0.111
C: -0.5543 -0.0442 4.1648  -0.068
C: -0.8953 1.2280 3.7414  -0.037
C: -1.7743 1.3625 2.6693  -0.347
C: -2.1932 2.7033 2.1596  -0.015
N: -2.2861 0.2993 2.0576  0.023
C: -4.1709 -1.0856 0.2742  -0.477
C: -5.4395 -0.6483 0.6144  -0.120
C: -6.0298 0.3285 -0.1735  -0.063
C: -5.3418 0.8058 -1.2751  -0.021
C: -4.0881 0.2740 -1.5665  -0.340
C: -3.3099 0.7217 -2.7604  -0.038
N: -3.5320 -0.6513 -0.7929  0.010
H: 2.4387 -3.4814 -0.7438  0.093
H: 1.8456 -2.7671 -2.2332  0.093
H: 1.7216 -1.8647 -0.7225  0.050
H: 0.7974 -5.2608 -2.0027  0.116
H: -1.4048 -6.3224 -1.5241  0.107
H: -3.0494 -5.0609 -0.1310  0.082
H: -0.8818 -2.1501 3.8511  0.097
H: 0.1164 -0.1748 5.0014  0.111
H: -0.5080 2.1018 4.2481  0.114
H: -2.3765 3.3877 2.9863  0.085
H: -3.0926 2.5987 1.5608  0.083
H: -1.4106 3.1149 1.5217  0.061
H: -5.9518 -1.0575 1.4745  0.089
H: -7.0179 0.7035 0.0565  0.107
H: -5.7609 1.5802 -1.9017  0.114
H: -3.9189 0.6768 -3.6605  0.089
H: -2.4340 0.0924 -2.8922  0.049
H: -2.9740 1.7481 -2.6212  0.082
O: -0.0779 4.5614 -2.2833  0.136
C: -0.1969 3.2602 -2.0557  -0.537
O: -0.8533 2.8354 -1.1275  -0.049
C: 0.4753 2.4386 -3.1207  -0.114
O: -0.0629 1.1382 -3.1888  -0.218
C: 0.9212 0.2044 -3.6256  -0.101
C: 2.1084 0.1232 -2.5908  -0.691
O: 3.2297 -0.0780 -3.0244  0.041
O: 1.7446 0.2710 -1.3929  -0.254
H: -0.4681 5.0585 -1.5462  0.142
H: 0.3889 2.9536 -4.0875  0.152
H: 1.5359 2.4207 -2.8344  0.136
H: 0.4202 -0.7656 -3.6766  0.124
H: 1.2922 0.4779 -4.6195  0.128
C: 5.9356 -1.6770 1.7358  -0.053
C: 4.8663 -0.6861 1.3807  -0.274
C: 5.0824 0.2938 0.4199  -0.017
C: 4.0928 1.2106 0.1166  -0.051
C: 2.8783 1.1353 0.7614  -0.401
C: 2.6309 0.1567 1.7057  -0.085
C: 3.6331 -0.7401 2.0233  -0.040
S: 1.5136 2.2207 0.3323  0.866
C: 1.6975 3.2222 1.8953  -0.182
O: 1.9504 3.1735 -0.6975  -0.464
H: 6.7500 -1.6439 1.0171  0.074
H: 5.5281 -2.6868 1.7607  0.077
H: 6.3415 -1.4537 2.7237  0.081
H: 6.0260 0.3292 -0.1040  0.115
H: 4.2313 1.9643 -0.6406  0.119
H: 1.6564 0.0946 2.1753  0.096
H: 3.4531 -1.4994 2.7716  0.112
H: 2.7306 3.5318 1.9878  0.058
H: 1.4003 2.6187 2.7427  0.026
H: 1.0610 4.0946 1.8049  0.046

Cartesian forces, eV/Å:
Tl 0.2 -0.1 -0.1
C 0.1 0.1 0.0
C 0.1 -0.4 -0.1
C -0.2 0.0 0.0
C 0.1 0.0 0.0
C -0.1 0.0 0.0
C -0.7 0.0 0.5
N 0.4 0.4 0.1
Sb 0.0 0.0 -0.2
C -0.1 -0.7 -0.2
C 0.1 0.0 0.1
C 0.0 0.0 0.0
C 0.0 -0.1 0.0
C 0.1 0.1 0.3
C 0.1 0.0 0.0
N -0.3 0.5 -0.2
C 0.0 -0.6 0.6
C -0.1 0.0 0.1
C 0.0 0.0 -0.1
C 0.0 0.0 0.2
C -0.3 0.1 -0.1
C 0.0 0.0 0.0
N 0.4 -0.1 -0.5
H 0.1 0.0 0.0
H 0.1 0.0 0.0
H 0.1 0.0 0.0
H 0.1 0.0 -0.1
H 0.0 0.0 -0.1
H 0.0 -0.1 0.0
H 0.0 0.0 0.0
H 0.1 0.0 0.1
H 0.0 0.0 0.0
H 0.0 0.1 0.0
H -0.1 0.0 -0.1
H 0.0 0.1 -0.1
H 0.0 0.0 0.0
H 0.0 0.0 0.0
H 0.0 0.0 -0.1
H 0.0 0.0 -0.1
H 0.0 0.0 -0.1
H 0.1 0.1 -0.1
O 0.2 0.5 -0.3
C -0.7 -0.1 0.1
O -0.1 -0.1 -0.2
C 0.3 0.0 -0.2
O -0.2 0.2 0.1
C 0.5 0.1 0.3
C -0.8 0.0 -0.8
O 0.5 -0.2 -0.2
O -0.4 -0.1 0.2
H 0.1 -0.3 0.0
H 0.0 0.0 0.1
H -0.2 0.1 -0.1
H 0.0 0.0 0.0
H 0.0 -0.1 0.1
C 0.0 0.1 0.0
C 0.0 -0.1 0.0
C -0.1 0.0 0.2
C -0.1 0.3 0.0
C -0.1 0.0 0.1
C 0.0 0.1 0.0
C 0.0 0.0 0.0
S 0.9 0.3 2.2
C -0.3 -0.5 -0.7
O 0.4 0.5 -0.8
H 0.1 0.0 0.0
H 0.1 -0.1 0.0
H 0.1 -0.1 0.0
H 0.1 0.0 -0.1
H 0.1 0.1 -0.2
H -0.1 -0.1 0.1
H 0.0 -0.1 0.1
H 0.2 0.0 -0.1
H 0.0 -0.1 0.2
H -0.2 0.1 -0.1

***

Entry 3:
The following is a DFT calculation (ωB97M-V/def2-TZVPD) of a molecular structure, C30H33N4O4PPdS in a non-equilibrium geometry.

Calculated values
2S+1 = 1
Gap between HOMO and LUMO (spin up / spin down) = 6.58 / 6.58 eV
Charge = +2

Each line ends with the Löwdin charge.
CARTESIAN COORDINATES (ANGSTROEM)
Pd: 0.4515 -0.7949 0.3297  0.965
N: 0.4925 -1.4511 2.3655  -0.023
C: 1.0648 -0.5101 3.3431  -0.191
C: 2.4105 -0.0651 2.7941  -0.197
N: 2.2117 0.4563 1.4313  0.005
H: -0.3826 -1.8810 2.6480  0.078
H: 1.1506 -2.2194 2.2171  0.117
H: 1.1702 -0.9814 4.3219  0.139
H: 0.3684 0.3197 3.4471  0.090
H: 3.0804 -0.9244 2.7305  0.124
H: 2.8767 0.6613 3.4613  0.131
H: 3.0185 0.2739 0.8432  0.063
H: 2.0569 1.4558 1.4513  0.063
N: -1.0934 -5.1826 -0.4833  0.206
C: -1.0580 -3.8817 -0.2003  -0.547
O: -1.0524 -3.4614 0.9564  0.000
C: -1.0555 -2.9233 -1.3760  -0.140
C: -1.0331 -1.4453 -1.0279  -0.128
H: -1.0814 -5.8531 0.2683  0.133
H: -1.0873 -5.5180 -1.4313  0.125
H: -1.9911 -3.0704 -1.9308  0.146
H: -0.2504 -3.1823 -2.0615  0.115
H: -1.9516 -1.1357 -0.5412  0.053
H: -0.7765 -0.8233 -1.8753  0.043
O: 0.8359 0.3081 -3.2721  0.094
C: 1.6307 -0.3975 -2.7008  -0.477
N: 1.6673 -0.5919 -1.3196  -0.160
S: 2.6810 -1.8609 -0.9317  0.676
O: 1.7502 -2.8956 -0.4906  -0.297
O: 3.6777 -1.4924 0.0323  -0.274
C: 3.3547 -2.0659 -2.5158  -0.233
C: 4.3791 -2.9004 -2.9150  -0.003
C: 4.7185 -2.8542 -4.2622  -0.023
C: 4.0561 -2.0021 -5.1438  -0.017
C: 3.0340 -1.1655 -4.7120  0.029
C: 2.6874 -1.2082 -3.3737  -0.132
H: 4.8928 -3.5535 -2.2236  0.134
H: 5.5120 -3.4882 -4.6333  0.124
H: 4.3508 -1.9902 -6.1843  0.124
H: 2.5227 -0.4959 -5.3899  0.134
C: 1.5207 4.8875 1.4342  -0.026
C: 1.1703 4.5513 0.1355  -0.032
C: 0.4143 3.4155 -0.1116  -0.049
C: 0.0044 2.6009 0.9468  -0.347
C: 0.3634 2.9487 2.2572  -0.120
C: 1.1103 4.0878 2.4960  -0.038
P: -0.9492 1.1162 0.6006  1.138
C: -1.9908 0.7607 2.0256  -0.379
C: -2.4550 -0.5229 2.3039  -0.107
C: -3.3575 -0.7231 3.3386  -0.035
C: -3.8097 0.3517 4.0903  -0.029
C: -3.3726 1.6378 3.7980  -0.033
C: -2.4697 1.8482 2.7703  -0.085
C: -2.0630 1.4662 -0.7662  -0.341
C: -3.4367 1.4975 -0.4882  -0.055
C: -4.3303 1.8572 -1.4834  -0.039
C: -3.8719 2.1715 -2.7543  -0.030
C: -2.5129 2.1244 -3.0359  -0.029
C: -1.6098 1.7740 -2.0472  -0.103
H: 2.1039 5.7787 1.6237  0.125
H: 1.4754 5.1771 -0.6918  0.124
H: 0.1397 3.1842 -1.1302  0.095
H: 0.0382 2.3528 3.0979  0.095
H: 1.3641 4.3577 3.5122  0.123
H: -2.1443 -1.3747 1.7120  0.074
H: -3.7126 -1.7236 3.5465  0.124
H: -4.5143 0.1911 4.8953  0.124
H: -3.7405 2.4809 4.3669  0.124
H: -2.1607 2.8589 2.5393  0.116
H: -3.8172 1.2473 0.4911  0.105
H: -5.3885 1.8888 -1.2624  0.121
H: -4.5749 2.4486 -3.5286  0.123
H: -2.1484 2.3556 -4.0275  0.124
H: -0.5640 1.7169 -2.2999  0.075

Cartesian forces, eV/Å:
Pd 1.2 0.7 -0.3
N -0.8 -0.3 -0.4
C 0.1 0.0 -0.1
C 0.0 0.0 0.0
N -0.1 -0.4 0.0
H 0.0 0.0 0.2
H -0.1 -0.1 0.0
H 0.0 -0.1 0.0
H 0.0 0.0 0.0
H 0.0 0.0 0.0
H 0.0 0.0 0.0
H 0.1 0.0 0.1
H -0.1 0.0 -0.1
N 0.1 -0.2 -0.3
C 0.0 0.5 0.5
O 0.1 0.2 0.0
C 0.2 0.2 -0.1
C -0.2 -0.6 0.5
H 0.0 0.0 0.0
H 0.0 0.0 0.0
H 0.0 0.0 0.0
H 0.1 0.0 0.0
H -0.1 0.0 -0.1
H -0.2 0.1 -0.1
O -0.1 0.1 0.1
C -0.3 0.0 0.1
N 0.1 0.1 -0.3
S -0.1 0.3 0.1
O 0.0 0.2 0.3
O 0.2 0.0 -0.1
C -0.1 -0.2 -0.1
C 0.0 0.0 -0.1
C 0.0 0.0 0.0
C 0.0 0.0 0.0
C 0.0 0.0 0.0
C 0.1 0.0 0.0
H 0.0 0.0 0.0
H 0.0 0.0 0.0
H 0.0 0.0 0.0
H 0.0 0.0 0.0
C 0.0 0.0 0.0
C 0.0 0.0 0.0
C 0.1 0.0 -0.1
C 0.1 -0.1 -0.1
C 0.0 -0.1 0.0
C 0.0 0.0 0.0
P -0.2 -0.1 0.0
C 0.1 0.2 0.1
C -0.1 -0.1 0.0
C 0.0 -0.1 -0.1
C 0.0 0.0 0.0
C 0.0 0.0 0.0
C 0.0 0.0 0.0
C -0.1 -0.1 0.2
C 0.0 -0.1 -0.1
C 0.0 0.0 0.0
C 0.0 0.0 0.0
C 0.0 0.0 0.0
C 0.0 0.0 -0.2
H 0.0 0.0 0.0
H 0.0 0.0 0.0
H 0.0 0.0 0.1
H 0.0 0.0 0.0
H 0.0 0.0 0.0
H 0.0 -0.1 -0.1
H 0.0 0.0 0.0
H 0.0 0.0 0.0
H 0.0 0.0 0.0
H 0.0 0.0 0.0
H 0.0 0.0 0.0
H 0.0 0.0 0.0
H 0.0 0.0 0.0
H 0.0 0.0 0.0
H 0.1 -0.1 -0.1

***

Entry 4:
The following is a DFT calculation (ωB97M-V/def2-TZVPD) of a molecular structure, C30H34Cl2NP2W.

Calculated values
2S+1 = 1
Gap between HOMO and LUMO (spin up / spin down) = 6.95 / 6.95 eV
Charge = +3

Each line ends with the natural charge from an NBO analysis.
CARTESIAN COORDINATES (ANGSTROEM)
W: 1.3630 -0.5165 0.1468  0.560
C: -3.2675 -0.6044 -0.2617  -0.424
N: -1.8120 -0.5250 -0.0047  -1.088
P: -0.7805 0.8317 -0.0800  1.485
C: -1.2845 1.9183 1.2525  -0.505
C: -2.1960 1.4872 2.2212  -0.135
C: -2.5875 2.3396 3.2412  -0.204
C: -2.0774 3.6262 3.3073  -0.135
C: -1.1780 4.0722 2.3452  -0.185
C: -0.7865 3.2276 1.3197  -0.205
C: -1.0617 1.6611 -1.6431  -0.515
C: -0.7685 0.9736 -2.8284  -0.137
C: -1.0465 1.5310 -4.0610  -0.199
C: -1.6235 2.7982 -4.1249  -0.134
C: -1.9364 3.4805 -2.9623  -0.182
C: -1.6651 2.9177 -1.7232  -0.152
P: -0.6896 -1.7151 -0.1080  1.494
C: -1.1725 -3.1680 -0.9903  -0.508
C: -1.6056 -4.3003 -0.2875  -0.156
C: -2.0498 -5.4068 -0.9890  -0.186
C: -2.0668 -5.3860 -2.3778  -0.113
C: -1.6468 -4.2611 -3.0792  -0.206
C: -1.2014 -3.1470 -2.3901  -0.105
C: 0.1269 -2.1705 1.4544  -0.509
C: 1.0619 -3.2222 1.4276  -0.160
C: 1.8147 -3.5204 2.5518  -0.189
C: 1.6860 -2.7394 3.6985  -0.118
C: 0.8255 -1.6450 3.7193  -0.124
C: 0.0481 -1.3519 2.6067  -0.185
H: -3.7520 0.2592 0.1873  0.242
H: -3.6701 -1.5058 0.1956  0.240
H: -3.4590 -0.6123 -1.3334  0.231
H: -2.6355 0.5010 2.1668  0.210
H: -3.3065 2.0056 3.9765  0.250
H: -2.3906 4.2907 4.1011  0.255
H: -0.7908 5.0809 2.3908  0.251
H: -0.0938 3.5946 0.5725  0.226
H: -0.3509 -0.0221 -2.7874  0.173
H: -0.8231 0.9911 -4.9710  0.241
H: -1.8368 3.2468 -5.0856  0.254
H: -2.3997 4.4562 -3.0156  0.254
H: -1.9360 3.4607 -0.8280  0.238
H: -1.6086 -4.3181 0.7956  0.232
H: -2.3912 -6.2832 -0.4559  0.258
H: -2.4185 -6.2530 -2.9206  0.257
H: -1.6730 -4.2568 -4.1597  0.253
H: -0.8893 -2.2683 -2.9380  0.207
H: 1.1578 -3.8356 0.5376  0.253
H: 2.4980 -4.3585 2.5346  0.264
H: 2.2662 -2.9818 4.5794  0.265
H: 0.7409 -1.0369 4.6095  0.256
H: -0.6596 -0.5341 2.6389  0.259
Cl: 3.7250 -1.7765 -0.0619  0.171
C: 3.7870 -1.3109 -1.7842  -0.379
Cl: 2.1815 -0.4980 -2.0967  0.262
H: 3.8442 -2.1975 -2.4093  0.283
H: 4.5834 -0.5919 -1.9572  0.280
C: 4.0399 2.4468 1.3448  -0.600
C: 3.1630 1.8484 0.2395  -0.234
C: 2.7777 2.8853 -0.8109  -0.617
C: 1.8696 1.3000 0.8875  -0.632
H: 4.9401 2.8814 0.9111  0.254
H: 4.3479 1.6946 2.0712  0.220
H: 3.5085 3.2417 1.8697  0.229
H: 3.7484 1.0473 -0.2304  0.190
H: 2.2681 3.7254 -0.3373  0.226
H: 2.1190 2.4842 -1.5860  0.207
H: 3.6666 3.2837 -1.2988  0.255
H: 1.2556 2.1051 1.2858  0.290
H: 2.1746 0.6255 1.7912  0.246

Cartesian forces, eV/Å:
W 0.2 0.6 -0.1
C 0.1 0.0 0.0
N -0.2 0.0 0.0
P 0.3 -0.1 0.1
C 0.0 0.2 0.0
C 0.0 0.0 -0.1
C 0.0 0.0 0.0
C 0.0 0.1 0.0
C 0.0 0.0 0.0
C 0.1 0.0 0.1
C -0.1 0.1 -0.1
C 0.0 0.0 0.1
C 0.0 0.1 0.0
C 0.0 -0.1 -0.1
C 0.0 0.1 0.0
C 0.0 0.0 0.1
P 0.2 -0.5 0.3
C -0.1 0.0 0.0
C 0.0 0.0 0.1
C 0.0 0.0 0.0
C 0.0 0.0 -0.1
C 0.0 0.0 0.0
C 0.0 0.0 0.0
C -0.2 0.5 -0.2
C 0.2 -0.4 0.1
C 0.0 0.1 0.0
C 0.0 0.0 0.0
C 0.0 0.0 -0.1
C 0.0 0.0 -0.1
H 0.0 0.0 0.0
H 0.0 0.0 0.0
H 0.0 0.0 0.0
H 0.0 -0.1 0.0
H 0.0 0.0 0.0
H 0.0 0.0 0.0
H 0.0 0.0 0.0
H 0.0 0.0 -0.1
H 0.1 -0.2 0.0
H 0.0 0.0 0.0
H 0.0 0.0 0.0
H 0.0 0.0 0.0
H 0.0 0.0 -0.1
H 0.0 0.0 0.0
H 0.0 0.0 0.0
H 0.0 0.0 0.0
H 0.0 0.0 0.0
H 0.0 0.1 0.0
H 0.0 0.0 0.0
H 0.0 0.0 0.0
H 0.0 0.0 0.0
H 0.0 0.0 0.0
H 0.0 0.0 0.0
Cl -0.2 0.1 -0.1
C 0.0 0.0 0.0
Cl 0.1 -0.1 0.0
H 0.1 0.0 0.0
H 0.0 0.0 0.0
C 0.0 0.0 0.0
C -0.1 0.0 -0.1
C 0.0 0.0 -0.1
C 0.0 -0.3 0.6
H 0.0 0.0 0.0
H 0.0 0.0 0.0
H 0.0 0.0 0.0
H 0.0 0.0 0.0
H 0.0 0.0 0.0
H 0.0 0.0 0.0
H 0.0 0.0 0.0
H 0.1 -0.1 0.0
H -0.3 0.1 -0.3

***

Computed relative energy (zero: lowest compared OMol25 entry of this formula, charge and spin), in the same sequence as the records: 2.5, 0.0, 108.2, 0.0 kJ/mol.